Here is C27H34N4O2PtS2 as an isolated structure at a distorted geometry from the Open Molecules 2025 dataset. Energies are from ωB97M-V/def2-TZVPD.

Strongest force on any atom = 1.813 eV/A
HOMO-LUMO gap (alpha / beta) = 6.30 / 6.22 eV
ΔE to the lowest compared entry with this formula, charge and spin = 47.1 kcal per mole
Total charge = +2

Last column: Löwdin charge in e.
CARTESIAN COORDINATES (ANGSTROEM)
Pt1 1.09844 -0.35437 -0.07304  0.8658
O1 -4.66624 -2.76954 -3.32197  -0.0409
C1 -3.73999 -3.70569 -2.82515  -0.1960
C2 -2.61913 -2.96565 -2.15041  -0.1433
C3 -1.65366 -3.65046 -1.42124  0.0210
C4 -0.64891 -2.93211 -0.80860  -0.1059
N1 -0.57095 -1.60216 -0.90468  -0.0544
C5 -1.47186 -0.92669 -1.62200  -0.1937
C6 -2.51670 -1.58509 -2.24966  0.0779
C7 -1.28642 0.55435 -1.71633  -0.1770
C8 -2.20420 1.36667 -2.36270  0.0782
C9 -1.99742 2.73778 -2.41766  -0.1442
C10 -2.97310 3.63747 -3.12232  -0.1962
O2 -3.91834 2.84120 -3.79519  -0.0401
C11 -0.86760 3.25964 -1.79896  0.0167
C12 0.00903 2.39812 -1.17657  -0.1105
N2 -0.19392 1.07783 -1.14743  -0.0262
H1 -5.40865 -3.23131 -3.72477  0.1097
H2 -3.31178 -4.31599 -3.62960  0.1432
H3 -4.19457 -4.38997 -2.10112  0.1396
H4 -1.68050 -4.72808 -1.32649  0.1335
H5 0.11065 -3.42376 -0.21551  0.1148
H6 -3.26240 -1.05467 -2.82033  0.1204
H7 -3.08484 0.95936 -2.83322  0.1204
H8 -2.41786 4.28566 -3.80863  0.1401
H9 -3.44881 4.28357 -2.37444  0.1424
H10 -4.52966 3.40486 -4.28063  0.1102
H11 -0.66735 4.32306 -1.79730  0.1336
H12 0.90202 2.76379 -0.68964  0.1134
C13 -2.00058 2.24290 2.08933  -0.0411
C14 -2.21294 0.96816 2.91393  -0.3578
C15 -2.82145 -0.16133 2.07312  -0.0404
C16 -0.96075 0.53532 3.63268  -0.0725
C17 -0.92672 0.56578 5.00604  0.0082
C18 0.20843 0.16270 5.70811  0.0429
C19 1.34551 -0.32322 5.05100  0.0060
C20 1.39220 -0.40027 3.68582  -0.0955
C21 2.61203 -0.96148 3.00088  -0.3581
C22 2.30786 -2.26152 2.25289  -0.0433
C23 3.30094 0.06264 2.09872  -0.0555
C24 0.23702 0.06676 2.91862  -0.2599
N3 0.25471 0.09561 1.63971  0.0108
H13 -2.94904 2.55202 1.64881  0.0891
H14 -1.28592 2.06977 1.28742  0.0440
H15 -1.63374 3.05992 2.71198  0.0904
H16 -2.93023 1.20948 3.70130  0.1344
H17 -2.15623 -0.44667 1.25869  0.0484
H18 -3.76689 0.17401 1.64580  0.0897
H19 -3.02151 -1.04400 2.68201  0.0901
H20 -1.79622 0.91179 5.55043  0.1303
H21 0.20844 0.21657 6.78972  0.1328
H22 2.19635 -0.65320 5.63397  0.1294
H23 3.31704 -1.21299 3.79664  0.1425
H24 1.70989 -2.07465 1.34952  0.0159
H25 1.75294 -2.96288 2.87610  0.0994
H26 3.23546 -2.73988 1.93895  0.0968
H27 2.70058 0.28055 1.19942  -0.0143
H28 4.26412 -0.32126 1.76184  0.0935
H29 3.46530 1.01073 2.61107  0.1036
S1 2.28337 -1.19868 -1.93811  0.6500
C25 3.69945 -0.28851 -2.11586  -1.0536
N4 4.69450 -0.68594 -2.87916  -0.0366
C26 5.91664 0.12261 -2.86148  -0.1773
C27 5.48556 1.51086 -2.39805  -0.3685
S2 3.99506 1.24081 -1.37471  0.9642
H30 4.64548 -1.56190 -3.38165  0.1593
H31 6.35739 0.15150 -3.85539  0.1358
H32 6.63438 -0.32574 -2.17266  0.1326
H33 5.20998 2.15852 -3.22723  0.0905
H34 6.24629 1.99729 -1.79460  0.0914